<i>
Molecular formula: C7H15NO2
Method: DFT, ωB97M-V/def2-TZVPD

Structure (XYZ):
```
25
Properties=species:S:1:pos:R:3:lowdin_charge:R:1
C 1.429 -0.714 -1.720 0.028
C 0.280 -1.066 -1.121 -0.116
C 0.033 -1.226 0.361 -0.549
C 1.281 -1.751 1.096 -0.017
O -0.905 -2.300 0.443 -0.028
N -0.678 -0.102 0.979 -0.068
O -0.031 0.225 2.237 -0.048
C -0.836 1.228 0.200 -0.355
C -1.676 1.198 -1.081 -0.069
C 0.424 2.073 0.025 -0.063
H 2.318 -0.451 -1.156 0.064
H 1.486 -0.644 -2.802 0.061
H -0.571 -1.324 -1.749 0.112
H 2.093 -1.021 1.128 0.080
H 1.036 -2.045 2.124 0.084
H 1.657 -2.661 0.611 0.095
H -1.643 -1.888 0.921 0.097
H -0.748 0.097 2.884 0.113
H -1.470 1.779 0.908 0.127
H -1.077 1.021 -1.979 0.066
H -2.160 2.170 -1.231 0.083
H -2.466 0.442 -1.025 0.084
H 0.156 3.136 0.072 0.082
H 0.911 1.920 -0.941 0.063
H 1.157 1.903 0.819 0.076
```

Values from the calculation:
E_LUMO ... 0.79 eV
Gap between HOMO and LUMO ... 10.033 eV
E_HOMO ... -9.2 eV
SMILES string ... C=C[C@](C)(O)N(O)C(C)C
Charge ... 0

<ii>
Molecular formula: C7H15NO2
Method: DFT, ωB97M-V/def2-TZVPD

Structure (XYZ):
```
25
Properties=species:S:1:pos:R:3:lowdin_charge:R:1
C -0.241 2.255 1.236 -0.101
C 0.651 1.149 0.738 -0.156
C 0.935 0.011 1.449 -0.396
C -0.009 -0.656 2.393 -0.024
O 2.118 -0.653 1.283 0.025
H -1.008 1.897 1.925 0.073
H 0.341 3.050 1.711 0.074
H -0.750 2.702 0.377 0.061
H 1.423 1.503 0.056 0.100
H -1.047 -0.389 2.173 0.074
H 0.222 -0.353 3.420 0.090
H 0.076 -1.743 2.310 0.088
H 2.711 -0.114 0.734 0.107
C 0.772 -1.405 -2.034 -0.116
C -0.528 -1.524 -1.258 -0.151
C -1.239 -0.138 -0.896 -0.518
N -1.283 0.744 -1.957 0.151
O -2.204 -0.180 -0.123 0.002
H 1.477 -0.725 -1.546 0.061
H 1.254 -2.382 -2.133 0.077
H 0.598 -1.026 -3.047 0.065
H -0.357 -2.080 -0.331 0.103
H -1.268 -2.079 -1.843 0.116
H -0.588 0.736 -2.690 0.086
H -2.055 1.399 -1.945 0.110
```

Values from the calculation:
E_LUMO ... 0.74 eV
Gap between HOMO and LUMO ... 8.989 eV
E_HOMO ... -8.2 eV
SMILES string ... C/C=C(\C)O.CCC(N)=O
Charge ... 0

Most stable of them? <ii>.

<i>
Molecular formula: C3H5NO2S
Method: DFT, ωB97M-V/def2-TZVPD

Structure (XYZ):
```
12
Properties=species:S:1:pos:R:3:mulliken_spin:R:1
C 0.097 1.213 -0.183 0.032
C -0.663 0.464 0.855 0.018
C 0.849 -0.062 -0.457 0.430
N 0.257 -0.715 0.786 0.483
O 0.672 -2.756 -0.649 0.028
O -1.320 -1.285 -1.129 0.091
S 0.008 -1.518 -0.669 0.711
H -0.565 1.397 -0.922 0.045
H 0.675 2.091 0.227 0.023
H -0.618 0.915 1.893 0.036
H -1.647 0.263 0.529 -0.017
H 2.255 -0.007 -0.280 0.120
```

Values from the calculation:
E_LUMO (spin up / spin down) ... 0.42 / -3.85 eV
Gap between HOMO and LUMO (spin up / spin down) ... 5.136 / 7.667 eV
E_HOMO (spin up / spin down) ... -4.7 / -11.5 eV
Spin multiplicity ... 3
Charge ... 0

<ii>
Molecular formula: C3H5NO2S
Method: DFT, ωB97M-V/def2-TZVPD

Structure (XYZ):
```
12
Properties=species:S:1:pos:R:3:mulliken_spin:R:1
C 0.465 0.461 0.430 0.353
C 1.569 0.702 -0.354 -0.049
C -0.797 0.038 -0.189 0.003
N 4.485 -0.997 -0.397 0.035
O 4.420 -1.219 0.792 0.022
O 3.979 0.087 -0.748 0.193
S 3.092 1.057 0.411 1.380
H 0.637 0.287 1.493 -0.011
H 1.475 0.670 -1.417 0.017
H -1.738 -0.065 0.421 0.004
H -0.757 -0.987 -0.499 0.037
H -1.268 0.722 -1.020 0.017
```

Values from the calculation:
E_LUMO (spin up / spin down) ... 0.62 / -2.72 eV
Gap between HOMO and LUMO (spin up / spin down) ... 6.744 / 6.992 eV
E_HOMO (spin up / spin down) ... -6.1 / -9.7 eV
Spin multiplicity ... 3
Charge ... 0

Most stable of them? <ii>.

<i>
Molecular formula: C3H15N2O2
Method: DFT, ωB97M-V/def2-TZVPD

Structure (XYZ):
```
22
Properties=species:S:1:pos:R:3:lowdin_charge:R:1
C 0.223 1.692 0.955 -0.173
N 1.047 0.654 1.561 0.125
C 0.385 1.848 -0.595 -0.096
N 0.299 0.610 -1.351 0.089
C -0.869 0.286 -2.063 -0.025
H 0.363 2.631 1.515 0.144
H -0.843 1.459 1.101 0.119
H 2.014 0.935 1.384 0.121
H 0.766 -0.245 1.284 0.037
H 1.369 2.272 -0.830 0.157
H -0.397 2.522 -0.927 0.137
H 1.010 -0.117 -1.152 0.162
H 0.755 -5.771 3.834 -0.005
H -1.683 -0.140 -1.415 0.133
H -0.726 -0.307 -2.945 0.117
H -1.106 1.238 -2.565 0.123
H -0.325 -1.811 0.254 -0.070
H 0.503 -3.128 0.054 0.013
O 0.426 -2.242 -0.164 -0.041
H 0.926 -6.061 4.463 0.005
H -2.065 -1.168 1.312 0.080
O -1.478 -0.772 0.587 -0.155
```

Values from the calculation:
E_LUMO ... -9.17 eV
Gap between HOMO and LUMO ... 5.049 eV
E_HOMO ... -14.2 eV
Charge ... +1

<ii>
Molecular formula: C3H15N2O2
Method: DFT, ωB97M-V/def2-TZVPD

Structure (XYZ):
```
22
Properties=species:S:1:pos:R:3:lowdin_charge:R:1
C -2.167 -0.426 0.524 -0.224
N -1.189 -1.466 0.791 0.117
C -1.640 0.991 0.265 -0.142
N -0.475 1.198 -0.716 0.009
C -0.617 0.633 -1.989 -0.115
H -2.955 -0.616 1.309 0.162
H -2.552 -0.821 -0.431 0.136
H -0.535 -1.154 1.551 0.003
H -0.504 -1.701 -0.012 0.152
H -1.236 1.431 1.207 0.125
H -2.503 1.541 -0.021 0.113
H 0.394 0.836 -0.273 0.084
H 0.176 0.011 2.145 0.305
H -0.891 -0.369 -2.030 0.071
H 0.349 0.756 -2.547 0.116
H -1.245 1.212 -2.633 0.100
H 2.504 -0.271 -0.163 0.004
H 3.243 0.456 -1.387 0.071
O 2.379 0.222 -1.002 -0.076
H 1.697 -0.454 2.125 -0.012
H 3.110 -1.265 2.321 0.074
O 2.514 -0.834 1.691 -0.075
```

Values from the calculation:
E_LUMO ... -8.96 eV
Gap between HOMO and LUMO ... 5.106 eV
E_HOMO ... -14.1 eV
Charge ... +1

Most stable of them? <ii>.